Formula: C5H10NO2
Source: the Open Molecules 2025 dataset
Level of theory: the ωB97M-V functional and the def2-TZVPD basis

XYZ file:
```
18
Properties=species:S:1:pos:R:3:forces:R:3
H 2.3819 1.1984 -0.1950 -1.052 -2.244 0.429
N 1.9390 0.2383 0.0821 -0.273 1.098 -0.966
C 1.2207 -0.1981 -0.9824 1.127 2.940 -0.795
O 1.1616 0.4057 -2.1100 -0.141 -1.169 1.015
C 0.3179 -1.3433 -0.6860 -1.001 -0.908 -0.554
C -1.0588 -0.9260 -0.1520 -2.534 -0.673 0.467
C -1.6403 0.5115 -0.0330 1.652 -0.615 0.984
C -1.3831 0.9216 1.4706 2.846 0.599 -0.783
O -0.1825 0.2637 2.0386 0.713 0.305 -2.525
H 0.0314 -1.9993 -1.5704 1.247 0.752 0.924
H 0.7523 -1.8858 0.1467 0.319 -0.535 -0.306
H -1.1458 -1.3439 0.9068 -0.180 0.257 -1.602
H -1.8522 -1.3740 -0.8017 0.786 -0.439 0.545
H -1.1134 1.2464 -0.6555 0.103 -0.299 0.039
H -2.6473 0.4539 -0.4431 -0.329 0.346 0.693
H -1.0950 1.9903 1.3572 -0.743 -0.249 0.862
H -2.0610 0.6934 2.2706 -1.167 0.254 -0.230
H 0.6050 0.2037 1.2779 -1.375 0.581 1.803
```
Positions in Å, forces in eV/Å.

Frontier orbital gap   7.9 eV
LUMO level   4.043 eV
Relative energy (zero: lowest compared OMol25 entry of this formula, charge and spin)   51.8 kcal per mole
Charge   -1
Largest force on an atom   3.2 eV Å⁻¹
HOMO energy   -0.1410 Ha
SMILES   [H]/N=C(\[O-])CCCCO



Formula: C16H50N4O9
Source: the Open Molecules 2025 dataset
Level of theory: the ωB97M-V functional and the def2-TZVPD basis

XYZ file:
```
79
Properties=species:S:1:pos:R:3:forces:R:3
N -13.8663 2.8857 7.4236 1.941 3.291 -0.055
C -14.1144 1.6335 7.5646 -2.692 -1.531 -0.313
N -13.1958 0.7981 7.9290 2.405 -2.019 0.937
O -15.2390 1.1898 7.3318 -1.511 -0.262 -0.511
H -13.0230 3.3684 7.7021 -0.234 -0.266 -0.147
H -14.6319 3.3961 7.0940 -0.946 1.092 -0.378
H -13.5733 -0.0558 8.2769 0.004 -0.577 0.049
H -12.3916 1.1251 8.3945 1.000 0.276 0.420
N -17.8320 2.0504 5.5294 -1.038 1.483 3.327
C -17.3903 1.7341 4.3488 -1.214 -1.286 -2.463
N -16.2212 1.0800 4.1970 1.445 -0.396 -0.431
O -18.1357 1.8280 3.3705 0.192 0.680 -0.355
H -18.6975 2.5941 5.4985 0.588 -0.576 0.354
H -17.3813 1.8135 6.4126 -0.050 0.219 -0.507
H -16.0571 1.0398 3.2094 0.333 -0.306 -0.301
H -15.3920 1.2466 4.7393 -0.201 0.125 0.510
C -22.4982 -2.1116 7.9104 -0.161 1.515 1.009
C -23.2625 -3.2081 7.2556 0.410 -0.704 -0.546
O -24.6307 -2.8791 7.0481 0.655 0.812 0.670
H -22.9518 -1.7384 8.8395 -0.329 -0.362 -0.134
H -22.3707 -1.1917 7.3220 -0.013 -0.473 -0.292
H -21.5277 -2.4526 8.2382 0.460 -0.234 -0.260
H -23.1562 -4.1187 7.8527 -0.249 -0.018 0.218
H -22.7473 -3.4517 6.3135 -0.292 0.132 -0.083
H -24.9951 -3.5136 6.4535 -0.429 -0.651 -0.605
C -16.4523 -4.4760 8.0430 -0.232 0.142 -0.892
C -16.9313 -5.3764 9.1351 0.366 -0.666 0.953
O -16.6771 -4.8000 10.4397 -0.387 0.142 0.181
H -16.9085 -3.5003 8.0556 -0.024 0.552 0.503
H -16.6773 -4.8117 7.0232 0.052 -0.532 0.262
H -15.3803 -4.4147 8.1393 0.449 0.371 -0.123
H -16.3982 -6.3415 9.0141 -0.419 0.261 0.284
H -18.0185 -5.5686 9.1418 0.519 0.146 -0.162
H -15.7906 -4.8501 10.8378 -0.334 -0.356 -1.005
C -12.7362 1.4210 11.5462 0.783 0.854 -0.752
C -14.1639 1.8564 11.4774 -1.573 -0.437 -0.946
O -14.3868 2.6546 12.6113 0.432 0.626 0.839
H -12.0774 2.3061 11.5177 -0.155 -0.285 -0.070
H -12.4184 0.7280 10.7450 -0.333 0.185 0.501
H -12.6269 1.0029 12.5194 0.430 -0.730 0.628
H -14.8073 0.9488 11.4825 0.154 0.490 0.010
H -14.4170 2.4232 10.5468 0.239 -0.322 0.466
H -15.2920 2.8009 12.9082 -0.008 -0.423 -0.692
C -17.3125 -2.3112 13.1485 -1.261 0.184 -0.436
C -16.3976 -2.4366 14.3043 0.395 0.538 -0.246
O -15.1229 -2.0287 13.8296 1.336 0.343 1.412
H -17.4209 -1.2816 12.7993 0.225 -0.061 0.050
H -18.2866 -2.6420 13.4391 -0.964 -0.006 0.481
H -17.1419 -2.9601 12.3093 0.849 -0.243 -0.430
H -16.3256 -3.4623 14.6543 -0.239 -0.186 0.304
H -16.7260 -1.7479 15.1019 0.028 -0.442 -0.027
H -14.5747 -1.8993 14.6408 -0.363 -0.113 -1.178
C -21.1581 1.1953 9.8405 -0.776 0.603 0.076
C -20.3494 2.3767 9.3237 -0.199 0.916 -0.533
O -19.3339 2.7637 10.2346 0.254 -0.087 -0.132
H -22.0992 1.4839 10.3478 0.619 0.349 0.036
H -20.5361 0.7154 10.5932 -0.126 -0.649 -0.319
H -21.5543 0.5926 9.0278 0.553 -0.595 -0.052
H -20.9929 3.2348 9.1041 -0.097 0.065 0.408
H -19.8298 2.2585 8.3649 -0.359 -0.844 -0.115
H -18.5532 2.3367 9.8481 0.248 0.119 0.625
C -19.0489 -1.2966 3.6580 0.539 -0.075 -0.967
C -19.8999 -1.7367 4.7972 0.510 -1.046 0.253
O -19.2252 -2.8100 5.5391 -0.627 0.143 -0.174
H -18.9983 -2.1497 2.9809 0.284 0.015 -0.177
H -18.0376 -1.0723 3.9953 0.100 0.130 0.014
H -19.3912 -0.4376 3.0661 -0.163 -0.124 0.475
H -20.8056 -2.1986 4.3639 0.204 0.205 0.699
H -20.1389 -0.9198 5.4623 -0.259 0.187 0.331
H -18.2904 -2.6382 5.7442 -0.609 0.515 -0.417
C -18.3185 -0.8648 8.1043 -0.940 0.933 -0.964
C -17.7376 -0.4317 9.4136 -0.904 -0.262 -0.249
O -17.2072 0.8722 9.3384 0.472 -0.039 0.124
H -18.7691 -1.8382 8.1032 -0.045 -0.726 0.300
H -17.4931 -0.8698 7.4122 0.205 -0.031 -0.782
H -19.1340 -0.2003 7.7117 0.858 -0.217 0.410
H -17.0173 -1.2116 9.6696 0.250 0.295 0.620
H -18.5300 -0.3495 10.1248 -0.326 -0.348 0.890
H -16.4258 0.7892 8.7816 0.296 0.575 -0.409
```
Positions in Å, forces in eV/Å.

Frontier orbital gap   9.6 eV
LUMO level   0.114 eV
Relative energy (zero: lowest compared OMol25 entry of this formula, charge and spin)   56.5 kcal per mole
Largest force on an atom   3.8 eV Å⁻¹
HOMO energy   -0.3475 Ha
SMILES   NC(N)=O.NC(N)=O.CCO.CCO.CCO.CCO.CCO.CCO.CCO



Formula: C4H5NO
Source: the Open Molecules 2025 dataset
Level of theory: the ωB97M-V functional and the def2-TZVPD basis

XYZ file:
```
11
Properties=species:S:1:pos:R:3:forces:R:3
O 0.0506 -1.5361 0.9120 0.119 -0.147 -0.021
C -0.3519 -0.3949 0.2743 -0.069 -0.037 0.084
C 0.5763 0.8206 -0.0346 0.126 0.444 0.329
C -0.3839 0.8812 1.0910 -0.226 0.073 0.138
C -0.6247 -0.5738 -1.0887 0.781 0.192 -0.234
N 0.0315 -0.7236 -2.1162 -0.475 0.110 0.420
H 0.6838 -1.9850 0.3280 -0.088 -0.038 0.199
H 0.9306 -0.2382 -1.7787 -0.170 -0.384 -0.954
H 0.1902 1.4436 -0.8488 0.274 -0.093 0.179
H 0.0076 0.6403 2.0792 -0.169 0.103 -0.117
H -1.2354 1.5563 1.0834 -0.102 -0.222 -0.022
```
Positions in Å, forces in eV/Å.

Frontier orbital gap (spin up / spin down)   7.9 / 7.9 eV
LUMO level (spin up / spin down)   -0.636 / -0.635 eV
Relative energy (zero: lowest compared OMol25 entry of this formula, charge and spin)   146.5 kcal per mole
Largest force on an atom   1.0 eV Å⁻¹
HOMO energy (spin up / spin down)   -0.3141 / -0.3142 Ha



Number 1: E -401.74431 hartree. Number 2: E -1535.74539 hartree. Number 3: E -285.18116 hartree.